{
  "formula": "C22H20HoN3O2S",
  "method": "wB97M-V/def2-TZVPD",
  "elements": ["H", "C", "C", "C", "H", "C", "S", "H", "H", "H", "H", "N", "C", "H", "H", "H", "C", "H", "C", "C", "N", "N", "H", "C", "H", "C", "C", "O", "C", "C", "H", "C", "C", "H", "H", "C", "H", "H", "H", "C", "C", "C", "O", "C", "H", "H", "C", "C", "Ho"],
  "positions_angstrom": [[2.678065, -0.783901, 6.760727], [2.448313, -0.692395, 5.720914], [3.182648, -0.645128, 3.418616], [1.641822, -0.685033, 1.550887], [-2.543667, 3.936937, -0.757841], [2.943787, -0.775901, -2.877643], [-2.442177, -2.408058, -0.650446], [-0.180082, -0.274589, 3.613409], [0.220058, 1.718323, -1.621633], [2.502918, 0.000416, -5.313972], [-5.313477, -2.598599, -0.620524], [2.611656, -0.896356, 0.711776], [-3.690015, -1.208019, -0.714272], [0.721273, 0.115519, -5.177532], [4.630376, 0.429498, -0.655717], [3.944398, -0.697031, 2.649542], [-0.347094, 2.225750, -0.824612], [4.475385, -0.875912, 5.152142], [-2.804466, 2.872988, -0.739268], [-6.060336, -0.619765, -0.605077], [-2.105182, 0.579539, -0.796526], [2.174560, -1.030046, -0.622473], [3.754389, -0.639443, -3.579755], [-5.032648, -1.574797, -0.664083], [0.154299, 1.950483, 0.121685], [-5.797756, 0.708341, -0.594842], [1.705443, -0.605273, -3.421331], [0.391624, -0.631643, 1.193837], [1.871248, -0.548412, 3.011363], [4.547304, -0.615598, -0.946670], [-0.204783, 3.306729, -0.966000], [-3.412769, 0.194320, -0.731170], [0.833920, -0.432250, 3.949370], [0.286994, -0.475295, 5.980093], [5.252901, -0.794293, -1.761765], [3.167066, -0.864264, -1.473637], [-7.102048, -0.942794, -0.537258], [-4.931871, 3.254840, -0.697290], [1.445881, -1.441479, -5.351173], [1.128551, -0.523918, 5.304019], [-4.463638, 1.153709, -0.671326], [3.478477, -0.745573, 4.782734], [0.576399, -0.677774, -2.770269], [-1.813379, 1.878310, -0.764394], [4.771997, -1.195259, -0.074730], [-6.565148, 1.462440, -0.486783], [-4.126985, 2.531008, -0.729334], [1.596308, -0.453844, -4.910001], [-0.200534, -0.966520, -0.811770]],
  "atomic_forces_ev_per_a": [[0.080, -0.045, 0.493], [-0.221, 0.013, -0.664], [0.677, -0.302, 1.122], [-0.179, -0.070, -0.451], [0.173, -0.516, 0.023], [-0.360, 0.375, 0.004], [0.277, -0.701, -0.128], [-0.048, -0.181, -0.074], [-0.428, 0.064, -0.046], [-0.178, -0.105, -0.130], [0.057, -0.759, -0.042], [-0.145, 0.089, 0.853], [-1.004, 0.246, 0.200], [-0.238, 0.395, -0.035], [-0.023, 0.150, 0.052], [0.034, -0.060, 0.199], [0.418, 0.372, 0.449], [0.477, 0.005, -0.106], [-0.225, 0.963, -0.109], [-0.649, -0.342, 0.089], [0.082, 1.038, 0.219], [0.466, 0.285, 0.293], [0.286, -0.151, 0.377], [0.578, 0.804, 0.002], [-0.242, 0.153, -0.175], [0.209, 0.676, 0.069], [-0.480, -0.682, -0.307], [-0.635, 0.311, -0.113], [0.226, -0.053, -0.290], [0.206, 0.122, -1.040], [-0.001, -0.378, 0.042], [-0.087, -0.028, -0.048], [0.540, -0.100, -0.314], [0.190, 0.029, 0.337], [0.101, 0.004, 0.207], [-0.363, 0.112, 0.777], [0.363, -0.064, -0.030], [0.137, 0.127, -0.088], [0.147, -0.037, -0.023], [-0.023, 0.122, -0.527], [0.337, -0.084, -0.280], [-0.754, 0.241, -0.172], [0.311, 0.331, -0.489], [0.335, -0.648, -0.540], [0.103, -0.383, 0.283], [-0.192, -0.092, -0.120], [0.217, -1.021, 0.467], [0.123, -0.078, 0.009], [-0.675, -0.147, -0.226]],
  "multiplicity": 5,
  "gap_ev": [7.173, 7.175],
  "charge": 0,
  "e_above_lowest_kcal_mol": 0.00
}